# C11H11O3

C11H11O3 as an isolated structure in a non-equilibrium geometry (ωB97M-V/def2-TZVPD, the Open Molecules 2025 dataset).

```
25
Properties=species:S:1:pos:R:3:forces:R:3:nbo_charge:R:1
C -2.117966 -1.848652 -1.412734 -0.75 -0.76 -0.33 -0.454
C -1.011779 -1.783315 -0.957946 3.83 1.12 2.44 0.002
C -0.635060 -0.620669 3.277280 0.86 -0.26 1.83 -0.299
C -0.625235 -1.490478 2.186432 1.52 2.58 -1.16 -0.258
C 0.231065 0.399958 3.027098 -1.15 -1.95 -1.73 0.006
C 0.238951 -0.831006 1.243430 -3.02 -3.68 1.83 0.240
C 1.033190 -3.086934 0.226954 0.40 1.58 1.32 0.818
C -0.059004 1.626181 -0.951078 3.30 1.56 -3.72 -0.597
C 0.651865 0.475449 -1.748064 -1.41 1.23 -0.67 -0.384
C 1.375695 -0.549502 -0.959936 -0.15 0.39 2.26 -0.463
C 0.658856 -1.433530 0.008832 -3.94 -1.67 -2.93 -0.031
O 0.460837 -3.613481 1.170513 -0.74 -0.37 0.05 -0.739
O 1.944121 -3.469404 -0.467435 1.21 -0.34 -1.84 -0.731
O 0.759086 0.274648 1.736034 -0.23 1.23 1.98 -0.410
H -3.011816 -2.306626 -1.735014 -0.52 0.22 -0.27 0.214
H -0.953502 -0.917943 4.314642 -0.07 0.75 -1.30 0.209
H -1.124560 -2.417839 2.230453 -0.20 -0.64 -0.89 0.256
H 0.546599 1.066378 3.726096 1.36 2.26 1.03 0.180
H -0.519488 2.296303 -1.700145 -0.37 -0.41 0.47 0.190
H -0.691210 1.171587 -0.333397 -3.14 -1.53 2.43 0.210
H 0.562760 2.302143 -0.355581 0.46 -0.44 -0.04 0.192
H 1.332936 0.748851 -2.534864 0.88 1.26 0.05 0.191
H -0.094318 0.067085 -2.457096 -0.22 -0.46 1.02 0.217
H 1.854833 -1.141891 -1.646698 1.60 -1.69 -1.34 0.235
H 2.082954 -0.041274 -0.290341 0.49 0.05 -0.49 0.205
```
Forces are in eV/Å.

Summary:
* energy relative to the best compared isomer or geometry (same formula, charge and spin): 69.2 kcal/mol
* total energy: -17723.838 eV
* frontier orbital gap: 7.6 eV
* E_HOMO: -4.1 eV
* net charge: -1

---

# C24H32N2O2S

C24H32N2O2S as an isolated structure (ωB97M-V/def2-TZVPD, the Open Molecules 2025 dataset).

```
61
Properties=species:S:1:pos:R:3:forces:R:3:nbo_charge:R:1
C 7.132281 -0.163475 -1.208425 -0.04 -0.08 0.43 -0.595
C 6.137791 -0.718124 -0.167712 -0.16 0.05 -0.31 -0.044
C 6.833338 -0.646636 1.188728 0.22 -0.08 0.00 -0.615
C 5.866184 -2.189863 -0.540373 0.29 0.15 0.00 -0.608
C 4.851483 0.152940 -0.314775 0.30 0.02 0.26 -0.391
C 3.828672 0.305889 0.830132 -0.34 -0.01 -0.19 -0.064
C 4.346543 1.284660 1.899025 -0.18 -0.14 0.16 -0.601
C 3.450951 -1.051053 1.477398 -0.08 0.16 -0.05 -0.619
C 2.532854 0.946115 0.287286 0.13 -0.02 0.08 -0.042
C 1.417400 1.024792 1.123068 -0.01 -0.06 0.02 -0.150
C 0.232752 1.599748 0.704792 -0.12 0.09 -0.01 -0.274
C 0.130710 2.132823 -0.572146 0.09 0.00 0.07 0.277
O -1.041414 2.741069 -0.957806 -0.11 0.06 0.04 -0.513
C -1.782965 2.015628 -1.925314 -0.06 -0.13 -0.30 -0.079
C -2.516709 0.815214 -1.374140 -0.22 -0.09 0.08 -0.095
O -3.738846 1.226731 -0.787021 0.05 0.10 -0.05 -0.538
C -4.628572 0.152247 -0.588579 0.12 -0.02 0.26 -0.050
C -5.750751 0.614993 0.318925 -0.30 0.03 -0.03 -0.441
C -6.943363 -0.308349 0.313762 -0.02 0.18 0.04 0.001
C -8.257226 0.272455 0.384426 0.42 0.20 0.02 -0.186
C -9.386851 -0.463964 0.398296 -0.42 -0.01 0.03 -0.196
C -9.267716 -1.873411 0.336335 0.28 -0.12 -0.05 0.062
N -10.250910 -2.774887 0.326696 -0.22 0.07 0.03 -0.611
S -9.553147 -4.206400 0.242245 0.15 -0.25 -0.01 0.955
N -7.998303 -3.800941 0.209576 -0.22 -0.06 0.00 -0.634
C -7.967835 -2.465651 0.265406 -0.16 0.01 0.01 0.159
C -6.806503 -1.656970 0.257587 0.16 -0.23 -0.01 -0.237
C 1.228459 2.092298 -1.411914 0.02 -0.04 0.00 -0.280
C 2.411131 1.501091 -0.981302 0.03 0.10 -0.04 -0.155
H 6.697319 -0.154704 -2.207370 0.04 0.01 -0.08 0.208
H 8.038066 -0.772113 -1.203886 0.00 -0.04 -0.17 0.204
H 7.427502 0.849655 -0.929031 -0.06 0.08 -0.14 0.204
H 7.097636 0.378008 1.449460 -0.02 0.05 0.01 0.208
H 6.255423 -1.077841 2.004768 -0.12 0.02 -0.01 0.209
H 7.770740 -1.207196 1.131728 -0.01 -0.03 0.01 0.209
H 6.796057 -2.658405 -0.870327 0.02 -0.04 0.05 0.207
H 5.498964 -2.780987 0.296141 -0.12 -0.03 -0.06 0.204
H 5.164823 -2.250332 -1.372367 -0.09 -0.09 0.03 0.208
H 4.339869 -0.220456 -1.203294 -0.04 -0.05 -0.03 0.208
H 5.191770 1.163016 -0.566626 -0.07 0.04 -0.01 0.204
H 5.258403 0.935296 2.375358 0.07 0.07 -0.05 0.212
H 3.597410 1.388280 2.686565 0.00 0.03 -0.01 0.206
H 4.493616 2.275502 1.469114 0.18 0.01 -0.03 0.211
H 3.301533 -0.932309 2.551381 -0.01 -0.07 0.02 0.208
H 4.204992 -1.810717 1.317758 0.11 0.03 0.15 0.213
H 2.520582 -1.434393 1.058936 0.02 -0.04 -0.04 0.218
H 1.459565 0.620349 2.127104 0.05 -0.02 0.00 0.203
H -0.625109 1.661265 1.361612 -0.02 -0.02 0.03 0.224
H -2.518884 2.697143 -2.350691 0.03 0.10 0.09 0.206
H -1.132502 1.687105 -2.742839 0.11 0.01 0.08 0.173
H -1.917745 0.284442 -0.625953 0.15 -0.02 -0.04 0.181
H -2.711311 0.114186 -2.196003 -0.05 0.03 -0.05 0.170
H -4.094501 -0.686565 -0.123299 -0.01 -0.06 -0.08 0.163
H -5.041360 -0.192493 -1.544135 0.06 -0.02 -0.08 0.168
H -5.388467 0.721026 1.343299 0.10 0.08 0.00 0.225
H -6.080515 1.603168 -0.004804 0.11 0.05 -0.03 0.221
H -8.325866 1.351718 0.430143 0.00 0.04 -0.01 0.214
H -10.362060 -0.002455 0.453727 -0.05 -0.02 -0.01 0.229
H -5.846777 -2.154734 0.211459 0.05 0.09 -0.01 0.221
H 1.172789 2.533762 -2.398754 -0.04 0.01 -0.01 0.218
H 3.248599 1.512809 -1.663349 0.03 -0.05 0.00 0.206
```
Forces are in eV/Å.

Summary:
* energy relative to the best compared isomer or geometry (same formula, charge and spin): 36.0 kcal/mol
* total energy: -43317.084 eV
* frontier orbital gap: 8.3 eV
* E_HOMO: -8.7 eV

---

# C32H32Br2N6O3Zr

C32H32Br2N6O3Zr as an isolated structure in a non-equilibrium geometry (ωB97M-V/def2-TZVPD, the Open Molecules 2025 dataset).

```
76
Properties=species:S:1:pos:R:3:forces:R:3:mulliken_charge:R:1
Zr 0.487445 -0.388837 0.848372 -1.08 -0.85 -1.07 1.466
C 4.044670 -1.178249 -1.433256 0.02 -0.11 -0.04 -1.510
C 3.285451 -0.760091 -0.220461 -0.08 0.20 -0.05 0.785
O 2.016525 -0.442293 -0.414769 0.88 -0.19 -0.09 -0.213
C 3.866361 -0.670083 1.015537 0.06 0.07 0.21 -1.610
C 3.265859 -0.080025 2.165781 -0.16 0.27 -0.23 1.405
C 4.095903 0.232757 3.361033 0.11 -0.02 0.01 -1.416
N 1.983567 0.266094 2.150247 0.19 0.28 1.02 0.660
N 1.495356 0.983711 3.277070 0.49 -0.17 -0.15 -0.907
C 0.222983 1.179461 3.202861 -0.11 0.18 -0.11 0.988
O -0.499180 0.692793 2.169006 0.48 0.73 0.82 -0.904
C -0.481775 1.978839 4.210563 -0.08 -0.19 -0.10 0.428
C 0.151580 2.387266 5.384440 0.07 0.00 0.04 -0.369
C -0.539404 3.166358 6.293835 -0.02 0.01 0.01 -0.776
C -1.855496 3.541785 6.036687 0.05 0.02 0.08 -0.435
C -2.484601 3.133111 4.871605 -0.03 -0.01 -0.03 -0.831
C -1.798781 2.348112 3.958406 -0.18 0.03 0.02 -0.285
H 3.576009 -0.772272 -2.328435 0.01 0.01 0.04 0.232
H 4.047140 -2.270169 -1.511453 -0.02 0.06 0.00 0.305
H 5.079439 -0.846909 -1.379032 0.00 -0.04 0.00 0.476
H 4.910225 -0.939168 1.089650 -0.02 0.04 0.03 0.480
H 5.130100 -0.058144 3.204070 0.00 -0.01 0.01 0.474
H 3.701365 -0.276121 4.242317 -0.01 0.01 0.00 0.313
H 4.036874 1.299818 3.576726 0.01 0.00 0.00 0.309
H 1.177289 2.094656 5.573172 -0.06 0.03 -0.02 0.471
H -0.053852 3.486098 7.206124 -0.01 0.00 -0.01 0.430
H -2.390236 4.156347 6.750021 0.03 -0.02 -0.01 0.416
H -3.507565 3.425860 4.673855 0.03 -0.01 0.00 0.434
H -2.282284 2.023138 3.046627 0.01 0.02 0.03 0.424
Br -2.827492 -3.546912 5.645743 -0.15 -0.08 0.16 -0.051
C -1.614519 -2.996868 4.359393 -0.11 -0.06 0.09 -0.115
C -0.434701 -2.376205 4.727022 0.09 0.03 0.18 -0.804
C 0.405085 -1.931182 3.732751 0.06 -0.04 -0.20 -0.135
N 0.143166 -2.088219 2.426443 -0.34 0.03 -0.01 -0.169
C -0.980279 -2.765588 2.090105 0.29 -0.03 -0.32 1.258
C -1.884003 -3.218253 3.014859 -0.22 -0.17 0.04 -0.720
C -1.120114 -3.031215 0.634430 0.19 0.28 0.10 0.336
C -1.844391 -4.081501 0.130718 -0.18 -0.22 0.09 -0.836
C -1.804507 -4.316373 -1.235937 -0.09 -0.12 -0.04 -0.255
Br -2.762772 -5.726789 -1.951833 -0.15 -0.22 -0.12 -0.064
C -1.026569 -3.514910 -2.058551 0.07 0.05 -0.19 -0.884
C -0.340386 -2.474743 -1.482489 0.00 0.13 0.33 -0.831
N -0.399712 -2.214739 -0.161086 -0.17 -0.38 -0.35 0.153
H -0.178572 -2.221340 5.766696 -0.02 -0.02 -0.05 0.497
H 1.319420 -1.422863 3.983248 0.13 0.13 0.02 0.498
H -2.789158 -3.730287 2.712434 0.07 0.06 0.05 0.469
H -2.405592 -4.737089 0.783770 0.04 0.03 -0.08 0.473
H -0.954671 -3.702228 -3.122564 -0.01 0.00 0.09 0.541
H 0.286537 -1.820787 -2.075545 0.04 0.04 0.03 1.084
C 0.912416 0.298063 -4.448724 0.11 -0.01 -0.05 -0.776
C -0.504014 -0.234805 -4.633645 -0.03 0.26 -0.09 -0.790
N -1.527101 0.781776 -4.911194 -0.20 -0.18 -0.01 0.107
C -2.231807 0.685861 -6.209018 0.25 -0.06 0.16 -0.775
C -1.347642 1.103875 -7.376039 0.01 0.03 0.01 -1.101
C -1.909622 1.737319 -4.029644 0.10 0.26 -0.28 0.211
O -2.793957 2.555875 -4.204319 0.07 -0.21 -0.13 -0.619
C -1.112230 1.887297 -2.759774 -0.06 0.19 -0.12 -0.269
C -0.534433 3.123149 -2.489286 -0.07 0.15 -0.03 -0.237
C 0.139759 3.319356 -1.295739 -0.01 0.20 -0.23 -1.234
C 0.201924 2.274898 -0.407279 -0.16 -0.16 -0.02 0.145
N -0.381672 1.088104 -0.647212 0.19 0.07 0.00 -0.034
C -1.020984 0.905114 -1.811090 -0.13 -0.17 0.43 -0.198
H 1.624682 -0.524438 -4.542228 0.01 0.01 0.01 0.366
H 1.073172 0.775912 -3.480098 0.00 -0.04 -0.09 0.015
H 1.144049 1.027429 -5.226061 0.00 -0.04 0.01 0.448
H -0.805847 -0.851867 -3.782147 -0.01 -0.01 -0.06 0.109
H -0.506856 -0.898385 -5.494698 -0.04 -0.02 -0.06 0.577
H -3.109321 1.313602 -6.147082 -0.12 0.15 0.06 0.462
H -2.567597 -0.345226 -6.325353 -0.04 -0.04 -0.02 0.387
H -0.925611 2.094473 -7.197700 -0.04 -0.02 -0.03 0.305
H -1.936499 1.150047 -8.294730 0.04 -0.04 0.09 0.403
H -0.526773 0.402431 -7.547395 -0.03 0.04 0.04 0.314
H -0.638437 3.926211 -3.209419 0.00 -0.04 0.01 0.574
H 0.598703 4.267727 -1.050969 -0.01 -0.04 -0.03 0.507
H 0.720465 2.391248 0.533502 0.07 0.01 0.20 0.408
H -1.502485 -0.050784 -1.952835 -0.02 -0.09 0.02 1.011
```
Forces are in eV/Å.

Summary:
* total energy: -190143.219 eV
* frontier orbital gap: 6.7 eV
* E_HOMO: -13.5 eV
* net charge: +2

---

The lowest total energy belongs to which entry?
C32H32Br2N6O3Zr